ORCA calculation (ωB97M-V/def2-TZVPD) on C29H30Co2N2O6P as an isolated structure.

As for the total charge: -1. As for the LUMO energy: 0.0891 Ha. The value obtained for the electronic energy is -130366.63259 eV. As for the HOMO energy: -4.17 eV.

CARTESIAN COORDINATES (ANGSTROEM)
Co: 1.615278 -0.497425 3.157818
Co: 0.911942 2.129575 4.199559
P: 0.083259 -1.802339 -1.986803
O: 0.099742 0.559478 0.916806
O: 3.925193 -1.591643 1.769112
O: 0.587835 4.176628 6.326949
O: -1.017356 2.942085 2.167144
O: 0.406705 -2.755997 4.541333
O: -1.154753 0.335243 5.267194
N: -1.199936 -0.925514 -2.638881
N: -0.958451 -2.616045 -0.935946
C: 0.871692 -1.853251 3.975045
C: 1.769279 5.625627 0.661926
C: 4.235520 4.300627 0.738788
C: -1.481856 -5.007132 -0.564759
C: -2.122133 -0.703352 -4.923169
C: 4.011631 5.295906 -0.205174
C: -0.193279 2.617488 2.914930
C: -0.565586 -3.840117 -0.215173
C: 2.367666 1.108435 4.149999
C: -4.559550 -1.739036 -0.269836
C: 2.991588 -1.185578 2.328325
C: 0.625492 0.096393 1.846199
C: 3.380246 2.742049 2.456995
C: -4.698308 -0.755766 -1.256163
C: 2.478705 2.261566 3.352543
C: -0.581836 -3.583197 1.280927
C: 0.860363 -4.192020 -0.626931
C: -2.260605 -2.090479 -0.937709
C: 0.305639 -0.452082 -4.481073
C: -0.307700 0.981073 4.819271
C: 2.759871 5.933129 -0.284754
C: -1.250873 1.289953 -3.682233
C: 0.781551 3.407355 5.489993
C: -3.335377 -2.415353 -0.106286
C: 2.008835 4.666952 1.646292
C: -2.401476 -1.098782 -1.933088
C: 3.197144 3.899568 1.624477
C: -3.617477 -0.428617 -2.095351
C: -1.090374 -0.202585 -3.918744
H: 3.026034 0.865475 4.999803
H: -0.204000 -4.475963 1.798184
H: -1.112726 -5.916935 -0.067367
H: -2.225747 1.548502 -3.262689
H: 0.704903 -0.808498 -1.089313
H: 4.353518 2.221551 2.357019
H: -3.730649 0.336237 -2.862656
H: 4.811090 5.549772 -0.897235
H: 0.797680 6.116698 0.625865
H: -1.478534 -5.188409 -1.645461
H: 1.272586 4.482436 2.425524
H: 1.566175 -3.396796 -0.350006
H: 1.154105 -5.114180 -0.111974
H: -1.584702 -3.365304 1.657627
H: -2.004785 -1.780580 -5.088834
H: -5.401958 -1.991549 0.372684
H: 0.396940 0.068021 -5.441852
H: -0.479976 1.644855 -2.987578
H: 2.561752 6.671898 -1.065925
H: -5.650937 -0.243006 -1.384343
H: 0.945901 -4.377482 -1.705512
H: 1.080853 -0.073148 -3.801905
H: 0.057083 -2.726029 1.520399
H: 5.183789 3.769558 0.833527
H: -1.969212 -0.193591 -5.886560
H: -2.517434 -4.838518 -0.255790
H: -3.232642 -3.186441 0.654737
H: 0.493887 -1.517582 -4.666063
H: -1.139881 1.809958 -4.643671
H: -3.151365 -0.523769 -4.600190

Force components x, y, z for each atom (eV/Å):
-1.05 1.52 0.67
-5.08 -0.11 0.58
1.46 0.18 0.20
0.55 -0.99 1.47
-1.36 0.16 0.49
0.23 -0.85 -1.15
1.67 -0.70 1.32
0.40 1.06 -0.97
1.06 0.80 -0.74
-0.95 0.22 -0.47
-0.87 -0.47 0.22
-0.40 -2.00 2.02
0.51 -0.14 0.00
-0.91 -0.20 0.37
-0.10 -0.40 -0.17
-0.16 -0.15 -0.41
-0.33 0.01 0.12
-2.44 1.64 -2.03
-0.03 0.19 -0.12
4.10 -1.68 -0.14
0.24 0.22 -0.48
1.46 0.67 0.20
-0.78 1.37 -3.08
-0.19 -0.49 1.23
0.24 -0.41 0.22
3.53 -0.51 -0.96
0.13 -0.03 0.41
0.25 -0.34 -0.10
-0.09 0.07 0.41
0.20 -0.06 -0.41
-1.17 -1.01 1.55
0.09 -0.14 0.15
0.10 0.48 -0.08
0.26 0.15 0.71
-0.08 0.25 -0.28
0.29 0.01 -0.47
-0.26 0.41 0.11
0.11 1.08 -0.48
0.11 -0.27 0.22
-0.01 -0.22 0.30
-0.15 0.19 -0.52
-0.07 0.26 0.03
-0.15 0.24 -0.10
0.18 -0.03 -0.07
-0.42 -0.33 -0.29
-0.66 0.18 0.02
-0.06 -0.26 0.38
-0.16 0.08 0.04
0.24 0.03 0.03
0.01 0.04 0.10
0.16 -0.03 -0.34
-0.10 -0.18 -0.03
0.02 0.21 0.02
0.23 -0.05 0.00
0.00 0.14 0.05
0.20 0.07 -0.13
0.03 0.04 0.19
-0.15 -0.01 -0.14
0.10 -0.23 0.26
0.23 -0.09 0.05
-0.06 0.06 0.26
-0.10 -0.06 -0.17
-0.07 -0.19 0.03
-0.15 0.18 -0.29
-0.08 -0.11 0.25
0.24 -0.09 -0.06
-0.14 0.37 -0.22
-0.09 0.27 0.08
-0.01 0.04 0.24
0.23 -0.04 -0.11

Computed Löwdin charges, given in elementary charges:
1 Co 0.059
2 Co 0.060
3 P 0.989
4 O 0.051
5 O 0.069
6 O 0.108
7 O 0.132
8 O 0.062
9 O 0.117
10 N -0.203
11 N -0.196
12 C -0.207
13 C -0.099
14 C -0.059
15 C -0.041
16 C -0.042
17 C -0.118
18 C -0.161
19 C -0.627
20 C -0.255
21 C -0.103
22 C -0.184
23 C -0.191
24 C -0.092
25 C -0.108
26 C -0.290
27 C -0.035
28 C -0.106
29 C -0.196
30 C -0.116
31 C -0.152
32 C -0.125
33 C -0.036
34 C -0.082
35 C -0.034
36 C -0.042
37 C -0.198
38 C -0.234
39 C -0.041
40 C -0.635
41 H 0.070
42 H 0.096
43 H 0.088
44 H 0.067
45 H -0.037
46 H 0.110
47 H 0.083
48 H 0.088
49 H 0.095
50 H 0.090
51 H 0.076
52 H 0.075
53 H 0.089
54 H 0.074
55 H 0.092
56 H 0.093
57 H 0.087
58 H 0.097
59 H 0.085
60 H 0.092
61 H 0.062
62 H 0.075
63 H 0.060
64 H 0.100
65 H 0.087
66 H 0.065
67 H 0.084
68 H 0.063
69 H 0.087
70 H 0.065

ORCA calculation (ωB97M-V/def2-TZVPD) on C11H9Br6N2O4PbS4Sb as an isolated structure.

As for the total charge: -2. As for the LUMO energy (spin up / spin down): 0.0907 / 0.1006 Ha. The value obtained for the electronic energy is -498104.84409 eV. As for the HOMO energy (spin up / spin down): -2.16 / -2.16 eV.

CARTESIAN COORDINATES (ANGSTROEM)
Pb: -0.712423 -0.322618 1.449069
Sb: -3.205514 -0.230904 4.735982
Br: -1.446212 1.517155 -3.603606
Br: 1.151813 4.720164 1.454879
Br: -3.163286 -1.594757 -0.677655
Br: -2.751353 -3.281614 2.044844
Br: -0.717110 4.722324 -3.929092
Br: 0.565216 6.347246 -1.370330
S: 0.510475 -0.519196 3.945537
S: -3.142362 1.548046 6.198334
S: -0.845578 -1.412999 5.064966
S: -3.021422 0.715032 2.545890
O: -0.535029 -3.430796 -0.103086
O: -1.068176 0.607187 -0.772771
O: 2.475153 0.885123 0.810076
O: 0.094064 1.946984 1.335122
N: 1.707177 -0.235352 0.542999
N: 0.185828 -2.391758 0.014060
C: 0.277323 3.857744 0.001954
C: -0.707576 1.824917 -0.901920
C: 0.086671 4.525431 -1.203359
C: 1.687754 -3.148994 -1.752277
C: -0.454577 3.843207 -2.274442
C: 3.233970 -0.720711 -1.305702
C: -0.804867 2.508088 -2.117994
C: -0.115229 2.540520 0.208227
C: 2.045465 -0.996043 -0.428849
C: -3.315813 -3.323620 0.202791
C: 1.250464 -2.174937 -0.686517
H: 2.659599 -3.585678 -1.518998
H: -4.361855 -3.618676 0.185656
H: -2.656958 -4.020467 -0.306347
H: 1.838361 1.440752 1.319998
H: 2.885647 -0.404792 -2.289228
H: 3.824723 0.082345 -0.873439
H: 1.748705 -2.663795 -2.725651
H: 3.849961 -1.609223 -1.419676
H: 0.946970 -3.945336 -1.799444

Force components x, y, z for each atom (eV/Å):
-0.06 0.95 -0.93
-0.29 0.27 0.67
-0.08 -0.20 0.09
-0.08 -0.15 0.00
-0.05 -0.53 0.20
-0.15 0.02 0.10
-0.03 0.04 -0.13
0.05 0.16 0.00
0.06 -0.13 -0.01
0.04 -0.47 -0.38
-0.05 0.20 -0.21
0.55 -0.21 -0.25
0.47 0.06 -0.19
-0.15 -1.23 0.96
0.22 -0.21 -0.21
-0.17 -1.13 0.73
-0.23 0.00 0.22
-0.75 0.26 0.43
0.13 0.10 0.33
0.35 0.82 -0.11
-0.02 0.23 -0.41
-0.27 0.02 0.26
0.20 0.45 0.07
-0.04 0.28 0.27
-0.23 -0.32 -0.15
0.06 0.37 -0.50
0.53 0.94 0.44
-0.15 0.13 -0.21
-0.05 -0.86 -0.52
0.08 -0.07 -0.04
0.14 0.06 0.02
-0.08 0.23 0.05
-0.06 -0.03 -0.29
0.01 -0.04 -0.09
0.02 0.00 -0.05
0.06 0.03 -0.10
0.02 -0.06 -0.05
0.03 0.02 0.00

Computed Löwdin charges, given in elementary charges:
1 Pb 0.951
2 Sb 0.123
3 Br 0.695
4 Br 0.718
5 Br 0.636
6 Br 0.564
7 Br 0.635
8 Br 0.637
9 S -0.068
10 S -0.434
11 S -0.196
12 S -0.196
13 O -0.246
14 O -0.299
15 O -0.058
16 O -0.300
17 N -0.065
18 N -0.165
19 C -0.632
20 C -0.449
21 C -0.784
22 C -0.041
23 C -0.785
24 C -0.010
25 C -0.641
26 C -0.442
27 C -0.291
28 C -1.021
29 C -0.307
30 H 0.070
31 H -0.012
32 H -0.020
33 H 0.062
34 H 0.093
35 H 0.071
36 H 0.075
37 H 0.072
38 H 0.061

ORCA calculation (ωB97M-V/def2-TZVPD) on a 2-piece molecular cluster, C5H10ClN overall.

As for the total charge: 0. As for the LUMO energy: 0.0308 Ha. The value obtained for the electronic energy is -19356.44147 eV. As for the HOMO energy: -8.71 eV.

CARTESIAN COORDINATES (ANGSTROEM)
Cl: -4.278248 -0.374421 0.130342
N: -2.151753 0.670323 -0.829807
C: 2.065935 0.190374 -0.690856
C: 0.713826 0.883803 1.261306
C: 0.492584 -1.463688 0.406233
C: -2.666501 0.155643 0.293295
C: 1.103236 -0.079498 0.420898
H: 2.556616 -0.665181 -0.736526
H: -2.757374 1.089103 -1.619928
H: -1.268011 1.128348 -0.877455
H: 1.160110 -2.276714 0.739980
H: 2.766910 0.959401 -0.616776
H: 1.471928 0.185997 -1.613379
H: 0.247241 -1.665435 -0.526353
H: 0.095431 0.713697 2.177285
H: 0.914907 1.909365 1.088837
H: -0.466840 -1.361120 0.992902

Force components x, y, z for each atom (eV/Å):
-0.58 0.17 -0.48
-3.15 1.03 -1.16
-3.54 1.16 -0.34
-0.93 -1.09 1.03
0.38 1.52 5.10
2.08 0.38 -0.60
-0.33 0.99 0.70
2.84 -3.94 -0.57
0.74 -1.43 1.36
0.89 -0.18 0.93
-0.28 0.40 0.20
0.62 1.59 0.25
0.32 0.48 -0.20
-1.28 -1.08 -4.59
0.29 -0.15 -1.16
0.82 0.83 -0.08
1.11 -0.70 -0.40

Computed Löwdin charges, given in elementary charges:
1 Cl 0.554
2 N -0.045
3 C -0.059
4 C 0.009
5 C -0.065
6 C -0.641
7 C -0.422
8 H 0.023
9 H 0.124
10 H 0.057
11 H 0.093
12 H 0.067
13 H 0.095
14 H 0.013
15 H 0.077
16 H 0.042
17 H 0.077

ORCA calculation (ωB97M-V/def2-TZVPD) on one molecule with the formula CH3Br2PS.

As for the total charge: 0. As for the spin multiplicity: 3. As for the LUMO energy (spin up / spin down): -0.0111 / -0.1019 Ha. The value obtained for the electronic energy is -161292.13869 eV. As for the HOMO energy (spin up / spin down): -7.21 / -9.27 eV.

CARTESIAN COORDINATES (ANGSTROEM)
Br: 1.568121 1.493899 0.982131
Br: -0.457688 -1.459602 2.078832
S: 1.117285 3.512996 0.661240
P: -0.918764 0.174713 0.733628
C: -0.391541 -0.763813 -0.801856
H: -0.156581 -1.875542 -0.606906
H: -1.266239 -0.725344 -1.563057
H: 0.505408 -0.357309 -1.484015

Force components x, y, z for each atom (eV/Å):
1.41 0.07 0.23
0.24 -0.54 1.05
-0.16 0.42 -0.09
-1.05 -0.56 -1.38
0.50 -0.58 -2.79
-0.45 1.85 -0.21
1.19 -0.14 1.30
-1.67 -0.52 1.89

Computed Löwdin charges, given in elementary charges:
1 Br 0.114
2 Br 0.158
3 S -0.013
4 P 0.207
5 C -0.556
6 H 0.007
7 H 0.029
8 H 0.053

F_max values, unit eV Å⁻¹, following the record order: 5.11; 1.57; 5.34; 2.89.